1.
The following is a quantum chemistry calculation of a molecular structure, C23H41IrNO2P2, from the OMol25 dataset.

XYZ file:
```
70
Properties=species:S:1:pos:R:3:forces:R:3:lowdin_charge:R:1
H 1.567784 0.842014 -3.290041 -1.1 0.3 -1.8 0.055
O 2.533670 -0.058563 -0.926859 1.5 2.8 0.6 -0.385
H 0.169792 4.604251 -2.317510 -0.5 -0.4 0.3 0.128
H -3.200323 1.248590 -4.164578 0.1 0.0 0.3 0.092
C -0.431887 3.012375 -6.021771 -0.1 0.3 0.4 -0.208
H -0.534007 2.954968 -7.122030 0.2 -0.3 0.6 0.060
C -2.197854 -0.133063 0.595964 -0.7 0.7 -0.2 -0.028
H -1.296530 1.019184 -7.529337 0.4 0.0 1.0 0.071
H 1.773304 2.996506 -3.332991 -0.3 0.2 0.8 0.128
H 2.954829 -0.580711 2.216417 -0.2 -0.4 0.1 0.098
H -3.514260 3.185494 -2.697818 0.1 -0.5 1.4 0.120
H 2.329106 -3.852190 0.527837 0.0 -0.4 0.1 0.078
P -0.302724 1.311313 -5.223291 1.8 3.2 -3.5 1.024
C -0.889034 -0.809519 0.635897 0.8 -1.0 0.2 -0.181
H 2.152050 -1.798302 3.257588 0.2 0.2 -0.4 0.100
H 1.799439 -2.845901 -6.372894 -0.4 0.2 -0.1 0.045
H 1.256501 -1.462753 -7.389764 0.0 -0.3 0.5 0.045
H -2.649867 -0.216402 -0.407680 0.0 0.1 0.6 0.057
H 1.104151 0.578288 -7.040551 0.3 0.0 0.5 0.066
H -1.373385 -3.748027 -0.356034 -0.2 0.1 -0.2 0.100
H -2.570581 0.974491 -6.285670 0.5 -0.2 0.0 0.052
H 3.118913 -2.318954 1.838904 -0.4 0.4 0.2 0.087
H -1.739891 3.918941 -1.324140 -0.4 0.3 -0.6 0.101
H 3.408734 -0.344723 -6.865960 -0.1 -0.2 0.4 0.051
C -2.821517 1.228806 -3.121754 -0.3 -1.3 -1.3 -0.204
O 1.672191 1.386718 0.503835 2.1 -0.3 -2.7 -0.010
H 3.968520 -1.642618 -5.765320 0.1 0.2 0.0 0.044
H 0.118949 -2.216141 -6.206943 0.3 -0.1 -0.2 0.026
C 0.540116 1.337686 -3.398532 -0.9 -2.4 3.0 -0.364
C -0.336920 0.221719 -2.820318 1.5 -1.2 0.6 -0.357
N 2.441426 1.264904 -0.430257 -1.5 -1.0 2.2 -0.084
C -2.576760 2.603124 -2.647181 0.5 0.2 0.8 -0.101
H -2.924708 -0.550245 1.324002 0.4 0.1 -0.3 0.106
H 1.303241 2.560513 -1.639111 -0.4 -0.6 -1.1 0.101
C 1.243013 0.746337 -5.956579 -0.3 -0.1 0.2 -0.509
C -0.199408 3.656501 -2.745607 1.6 -0.4 0.2 -0.210
C 1.263566 -3.766859 0.331512 0.5 -0.1 -0.4 -0.048
Ir 1.021858 -1.102956 -1.468210 -0.3 0.7 -1.9 1.334
H -0.681135 -3.177357 -1.897568 -0.4 -0.4 0.0 0.072
H -2.081393 0.945493 0.833061 -0.2 -0.5 -0.2 0.097
C -1.823554 0.034445 -2.993007 -0.3 0.0 -0.3 -0.227
C 1.167681 -1.943340 -6.398119 -0.1 -0.2 0.5 -0.284
H 0.679792 -4.224884 1.143037 0.2 0.0 -0.1 0.113
H 1.049897 -4.274414 -0.600468 0.0 -0.3 -0.1 0.074
C 3.475527 -0.665231 -5.814320 0.3 -0.2 0.4 -0.291
H -1.550658 -0.471513 -6.564209 0.0 0.4 0.2 0.046
C -0.411398 -1.850934 -0.321108 0.2 -0.7 3.2 -0.492
H -3.711771 0.871491 -2.567395 0.2 0.4 -0.2 0.125
H 0.049883 -0.799169 -3.270664 0.0 1.1 0.4 0.000
C 2.411989 -1.549731 2.208929 0.8 0.1 0.4 -0.027
H 0.452264 3.622076 -5.805743 -0.2 -0.1 0.1 0.057
C 0.927952 2.659212 -2.684186 -0.3 0.5 -1.7 -0.184
H 1.969616 1.561737 -5.806871 -0.1 -0.3 0.1 0.077
H 0.660519 1.082664 2.737147 -0.2 0.1 0.1 0.083
C -1.239770 -2.873238 -1.005760 -0.4 -0.2 -0.4 -0.072
C 0.926746 -2.327610 0.236701 -2.4 1.2 -0.2 -0.411
C -0.002061 0.219779 2.841590 0.0 0.3 0.1 -0.020
C 0.080828 -0.641660 1.641086 0.5 -0.9 -0.6 -0.234
C 1.198731 -1.452044 1.381217 -1.1 -0.2 0.2 -0.249
C -1.474983 3.185254 -2.093642 -1.6 2.1 -0.4 -0.064
P 1.790920 -0.809473 -5.030586 1.2 -0.3 -3.1 0.895
H -1.321883 3.547413 -5.659244 0.2 -0.2 0.0 0.058
C -1.548684 0.628298 -6.520162 -0.9 -1.0 1.1 -0.154
H 4.078748 0.063354 -5.260464 0.0 -0.2 -0.1 0.043
H 0.324967 -0.321138 3.729017 0.0 -0.1 0.0 0.087
H -2.132345 -0.645352 -2.169412 0.1 0.6 -0.7 0.066
H -2.209317 -2.477792 -1.310645 0.0 -0.2 0.0 0.074
H -0.320812 3.928382 -3.799484 -0.6 -0.2 0.3 0.070
H -1.022273 0.548946 3.020485 0.0 0.2 0.0 0.080
H -1.982422 -0.592460 -3.922340 0.1 0.4 0.7 0.116
```
Forces are in eV/Å.

Results
- relative energy (zero: lowest compared OMol25 entry of this formula, charge and spin) (kJ/mol) = 533.3
- spin multiplicity = 5
- HOMO (spin up / spin down) (eV) = -8.95 / -10.32
- ⟨S²⟩ = 6.05
- orbital gap (spin up / spin down) (eV) = 4.64 / 5.97
- total charge = +1
- E_tot (eV) = -51498.2844
- maximum force (eV Å⁻¹) = 5.071

2.
The following is a quantum chemistry calculation of a molecular structure, C3H5O2, from the OMol25 dataset.

XYZ file:
```
10
Properties=species:S:1:pos:R:3:forces:R:3:lowdin_charge:R:1
H 1.333584 0.174529 0.227007 0.8 1.5 -0.3 0.015
C -0.813670 -0.353598 1.027357 5.4 -3.3 -0.1 -0.236
H -1.508458 2.148125 -1.344443 0.6 -3.1 1.3 0.221
H 0.901159 -1.451474 -0.316817 0.5 0.8 2.4 0.120
H -2.032652 0.226269 -1.337886 0.5 -0.6 -0.5 0.142
C 1.061100 -0.755046 0.615139 -4.8 -0.5 -1.9 0.164
H 1.565393 -1.012041 1.518325 0.0 -0.7 0.4 0.061
O -1.088063 0.895775 0.284247 0.8 1.5 1.6 0.100
C -1.455523 1.007904 -0.854213 -2.7 3.7 -2.9 0.159
O -1.568570 -0.970496 1.632072 -1.1 0.6 0.1 0.255
```
Forces are in eV/Å.

Results
- relative energy (zero: lowest compared OMol25 entry of this formula, charge and spin) (kJ/mol) = 326.4
- HOMO (eV) = -16.14
- orbital gap (eV) = 9.49
- total charge = +1
- E_tot (eV) = -7275.3392
- maximum force (eV Å⁻¹) = 6.311

3.
The following is a quantum chemistry calculation of C22H23N3O5 in the gas phase, from the OMol25 dataset.

XYZ file:
```
53
Properties=species:S:1:pos:R:3:forces:R:3:lowdin_charge:R:1
H 4.307920 -0.944379 2.341137 -0.1 0.0 0.1 0.090
C 0.075013 -0.096235 -1.927094 -0.1 0.0 -0.3 0.042
H 3.339249 0.755350 -1.688295 0.1 0.1 0.0 0.110
C 2.599198 -1.170551 -2.252256 0.0 0.0 0.0 -0.081
C -4.107819 1.623663 0.669877 -0.4 0.4 0.0 -0.177
C -1.942115 -2.266064 -1.243482 -0.2 0.1 0.1 -0.433
C -4.323510 2.298068 -0.680254 0.1 0.0 0.2 -0.062
H -4.631354 1.577863 -1.434755 0.0 0.0 -0.1 0.070
C -0.067107 2.740489 -1.057135 0.3 0.4 0.1 -0.496
C -1.888608 -1.198752 -0.206389 -0.6 0.1 0.2 -0.092
N -0.898140 -2.296569 -2.133092 0.1 -0.4 -0.5 0.148
C -0.728171 -0.940698 0.600593 0.0 0.3 0.5 -0.125
O 2.568204 -2.345148 1.506534 -0.2 0.6 0.1 -0.100
C -1.789818 1.211236 1.301131 0.0 0.0 0.0 -0.375
C 0.343907 -1.831038 0.720671 0.0 -0.1 0.1 0.050
H 0.260135 -2.791568 0.240020 0.1 -0.1 -0.1 0.119
C 1.579341 -0.244134 2.055939 -0.3 0.3 0.0 -0.181
H -0.309326 3.814959 0.729174 0.0 0.0 0.0 0.076
H 3.454271 -4.086918 1.109511 -0.1 0.0 0.0 0.099
H -0.422275 4.813679 -0.710957 0.0 0.0 -0.1 0.090
O -2.854371 -3.059868 -1.348261 -0.2 -0.1 0.0 0.080
H 2.373600 -3.519971 -0.189573 0.0 0.0 0.1 0.080
O -1.153844 2.405443 -1.476786 -0.3 -0.1 -0.1 0.060
C -2.948822 -0.358593 -0.096071 0.5 -0.8 -0.4 0.018
C 0.220696 -1.455494 -2.172589 0.5 0.4 -0.2 -0.249
H 3.328307 -1.414580 3.752520 0.0 0.0 0.0 0.098
H -4.978353 1.023590 0.950869 0.1 0.0 0.0 0.126
H -3.926156 2.379495 1.437114 -0.1 -0.2 -0.1 0.117
H 4.315187 0.066108 3.808946 0.0 -0.1 0.0 0.094
H 1.689833 -4.216609 1.310035 0.0 0.0 0.0 0.102
H 0.534313 1.544146 2.519977 0.0 0.1 0.1 0.136
C 1.191580 0.697644 -1.703209 -0.1 -0.5 -0.1 -0.203
N 1.075967 2.013750 -1.253440 0.4 0.1 0.0 0.142
N -2.934961 0.765070 0.661133 0.1 0.1 0.3 0.001
O 2.654854 0.261018 2.722815 -0.2 0.1 -0.3 -0.065
H 3.585582 -1.580501 -2.411099 0.1 0.0 0.0 0.107
H 1.175010 4.273225 -0.138551 0.1 0.1 0.0 0.076
C 2.463124 0.148300 -1.863082 0.0 0.1 0.0 -0.026
C 0.487317 0.600359 1.999749 0.2 -0.2 0.0 0.080
C 1.488949 -1.985428 -2.391472 -0.2 0.0 0.0 -0.049
H 1.602866 -3.029486 -2.646303 0.0 -0.1 0.0 0.111
H -3.396845 2.761882 -1.007656 0.0 0.1 0.0 0.058
H -0.899055 -3.101917 -2.747262 -0.1 0.1 0.1 0.159
C 0.131073 3.997867 -0.252595 -0.2 0.0 0.0 0.019
H -0.904774 0.339667 -1.860434 0.0 0.0 0.0 0.112
H -3.852928 -0.544625 -0.656705 -0.1 0.0 0.0 0.148
O -1.757847 2.301346 1.851536 0.1 0.1 0.1 0.051
C 2.499419 -3.609603 0.893424 0.0 -0.3 -0.1 -0.064
C -0.670470 0.275272 1.294788 0.3 -0.4 -0.2 -0.068
H -5.093932 3.059022 -0.592661 -0.1 0.1 0.0 0.075
C 3.703133 -0.570611 3.169904 0.4 -0.2 0.2 -0.074
C 1.492615 -1.507229 1.414787 0.1 -0.1 -0.1 -0.167
H 1.939938 2.418060 -0.920721 -0.2 0.0 0.0 0.142
```
Forces are in eV/Å.

Results
- relative energy (zero: lowest compared OMol25 entry of this formula, charge and spin) (kJ/mol) = 85.7
- HOMO (eV) = -7.76
- orbital gap (eV) = 8.34
- total charge = 0
- E_tot (eV) = -37896.3667
- SMILES = CCn1cc(C(=O)Nc2cccc(NC(C)=O)c2)c2cc(OC)c(OC)cc2c1=O
- maximum force (eV Å⁻¹) = 0.988

4.
The following is a quantum chemistry calculation of 2 unconnected molecules or ions with the total composition C6H4Cl2NO2P, from the OMol25 dataset.

XYZ file:
```
16
Properties=species:S:1:pos:R:3:forces:R:3:lowdin_charge:R:1
H 2.262334 1.428721 1.282882 0.1 0.0 0.1 0.111
N -0.272389 -3.014623 0.472683 0.9 -0.2 0.5 -0.724
C -0.034585 1.976565 -1.146285 -0.2 -0.4 0.1 -0.687
O 0.419322 -3.580965 -0.356085 0.1 -0.1 0.1 -0.028
C -0.471922 0.013270 0.053282 -1.6 -2.9 -0.5 -0.092
P -1.805243 -2.380889 -0.133846 0.4 3.0 -0.3 1.028
Cl -0.402877 3.089350 -2.404284 0.1 0.2 -0.1 0.691
H -2.267084 -2.098594 1.160263 -0.1 0.0 0.2 -0.116
H 0.826472 -0.593520 1.636352 0.0 -0.1 0.0 0.099
C -0.846954 0.848812 -0.958124 0.2 0.4 -0.1 -0.740
O 0.038903 -2.809542 1.633131 0.3 -0.3 0.1 -0.051
C 1.388326 1.269331 0.672662 -0.1 -0.1 0.0 -0.065
Cl -2.210935 0.524254 -1.944656 -0.1 0.1 -0.1 0.661
C 1.076662 2.164869 -0.334239 -0.1 0.1 -0.1 -0.102
C 0.596306 0.142047 0.879725 0.1 0.0 0.1 -0.091
H 1.703665 3.020914 -0.513462 0.1 0.2 0.0 0.107
```
Forces are in eV/Å.

Results
- relative energy (zero: lowest compared OMol25 entry of this formula, charge and spin) (kJ/mol) = 241.2
- HOMO (spin up / spin down) (eV) = -9.67 / -9.67
- orbital gap (spin up / spin down) (eV) = 7.75 / 7.76
- total charge = 0
- E_tot (eV) = -46199.9059
- maximum force (eV Å⁻¹) = 3.367

5.
The following is a quantum chemistry calculation of a molecular structure, C13H24MnN5S2Sb, from the OMol25 dataset.

XYZ file:
```
46
Properties=species:S:1:pos:R:3:forces:R:3:lowdin_charge:R:1
C 2.811968 2.921716 2.527100 0.0 0.0 0.0 -0.254
N 3.362319 3.878727 2.845782 0.0 0.0 0.0 0.204
H 1.761026 1.892783 -4.264477 0.0 0.0 0.0 0.015
Mn -0.155787 0.090379 0.713057 0.0 -0.1 0.0 0.249
C 3.231232 1.663297 -1.363456 0.0 0.0 0.0 -0.288
N -1.998132 0.869048 0.088278 -0.1 0.0 -0.1 -0.156
H -1.842739 1.813892 -0.252953 0.0 0.0 0.0 0.122
H 2.407662 -1.654304 -1.996026 0.0 0.0 0.0 0.003
H -1.918030 0.402725 -1.932583 0.0 0.0 0.0 0.104
H 3.110792 2.606352 -0.833828 0.0 0.0 0.0 0.015
C -0.807080 -2.793744 0.689558 0.0 0.0 0.0 -0.183
C 2.016567 -0.976621 -2.754868 0.0 0.0 0.0 -0.318
H -3.527718 0.199471 -1.242717 0.0 0.0 0.0 0.136
Sb 1.335703 0.823962 -1.828285 0.0 0.1 0.0 1.294
N -1.624426 -0.954354 2.189386 0.0 0.0 0.0 -0.094
H -3.918495 1.237281 0.933785 0.0 0.0 0.0 0.134
H -2.528096 1.769632 1.879820 0.0 0.0 0.0 0.104
H 0.708448 2.980392 -3.337903 0.0 0.0 0.0 0.008
H -1.071525 -2.891741 2.819059 0.0 0.0 0.0 0.132
H -2.583412 -2.817608 1.950226 0.0 0.0 0.0 0.119
C -2.461242 0.045694 -1.057517 0.0 0.0 0.0 -0.160
H -0.171888 -1.892007 -1.031704 0.0 0.0 0.0 0.102
C -2.961157 -0.338812 2.053247 0.0 0.0 0.0 -0.163
H 1.207318 -1.463252 -3.300412 0.0 0.0 0.0 0.004
C 2.087029 1.758131 2.120637 0.0 0.0 0.0 -0.695
H -2.298149 -1.964829 -1.798621 0.0 0.0 0.0 0.140
H 0.031303 1.531821 -4.103530 0.0 0.0 0.0 0.001
N -0.824639 -1.675836 -0.283264 0.0 0.0 0.0 -0.138
C 4.096846 0.394737 2.117127 0.0 0.0 0.0 -0.261
H -2.905833 -1.873438 -0.168070 0.0 0.0 0.0 0.107
N 5.225597 0.212783 2.233144 0.0 0.0 0.0 0.205
H -1.243206 -3.693921 0.249906 0.0 0.0 0.0 0.132
C -1.570096 -2.415304 1.976834 0.0 0.0 0.0 -0.160
C 0.903368 1.940946 -3.595467 0.0 0.0 0.0 -0.318
H -1.228637 -0.720703 3.091478 0.0 0.0 0.0 0.123
S 0.360084 1.966086 1.883790 0.0 0.0 0.0 0.691
C -2.180514 -1.437905 -0.850483 0.0 0.0 0.0 -0.146
H 2.813727 -0.741075 -3.458060 0.0 0.0 0.0 0.019
H -3.629351 -1.050942 1.571853 0.0 0.0 0.0 0.111
H 3.795086 0.970703 -0.741019 0.0 0.0 0.0 0.004
C 2.690530 0.571733 1.930950 0.0 0.0 0.0 -0.703
H -3.400322 -0.123994 3.028837 0.0 0.0 0.0 0.136
S 1.793780 -0.850343 1.424791 0.0 0.0 0.0 0.689
H 3.773941 1.834725 -2.291681 0.0 0.0 0.0 0.022
C -2.910724 0.961741 1.255328 0.0 0.0 0.0 -0.169
H 0.236872 -3.008023 0.912952 0.0 0.0 0.0 0.083
```
Forces are in eV/Å.

Results
- relative energy (zero: lowest compared OMol25 entry of this formula, charge and spin) (kJ/mol) = 0.0
- spin multiplicity = 5
- HOMO (spin up / spin down) (eV) = -10.97 / -11.35
- ⟨S²⟩ = 6.15
- orbital gap (spin up / spin down) (eV) = 6.07 / 7.75
- total charge = +1
- E_tot (eV) = -80843.3100
- maximum force (eV Å⁻¹) = 0.140

6.
The following is a quantum chemistry calculation of C4H11NS2 in the gas phase, from the OMol25 dataset.

XYZ file:
```
18
Properties=species:S:1:pos:R:3:forces:R:3:lowdin_charge:R:1
H -1.142280 -2.613054 -2.781184 0.2 -0.3 0.0 0.067
C 0.880652 1.258136 1.611564 -0.8 0.8 -0.6 -0.379
H -1.272647 1.018032 2.055817 -0.1 0.3 0.1 0.064
H 1.593272 0.645326 1.062997 0.2 0.0 0.3 0.086
C -0.513771 0.678972 1.359589 0.4 -1.0 -0.5 -0.545
S 0.340304 0.618602 -1.558253 0.2 0.4 0.0 0.511
H -1.145240 -1.104540 -3.683903 0.4 0.2 -0.1 0.069
H 1.997931 0.875330 3.300194 -0.3 -0.1 0.3 0.061
H 0.219932 -1.733367 -0.996220 0.2 0.1 0.2 0.071
H 0.875820 2.225434 1.091123 0.2 0.1 0.2 0.088
H -1.927251 -1.215392 -2.126187 0.0 0.0 -0.1 0.049
S -1.194550 1.040965 -0.303374 -0.1 0.2 0.3 0.497
H 0.395504 1.318864 3.606459 0.2 -0.2 0.3 0.056
C -1.046942 -1.537895 -2.693776 -1.0 0.4 0.7 -0.178
H 1.027429 -1.367956 -2.496990 1.1 -0.1 -0.3 0.051
H -0.475319 -0.411454 1.429431 -0.1 0.0 0.2 0.064
C 0.181880 -1.125702 -1.896631 -0.9 -0.8 -0.4 -0.631
N 1.205273 1.429702 3.019345 0.2 0.0 -0.5 -0.002
```
Forces are in eV/Å.

Results
- relative energy (zero: lowest compared OMol25 entry of this formula, charge and spin) (kJ/mol) = 30.5
- HOMO (eV) = -8.87
- orbital gap (eV) = 9.66
- total charge = 0
- E_tot (eV) = -27486.9498
- SMILES = CCSSCCN
- maximum force (eV Å⁻¹) = 1.271